# 1
{"formula": "C2H3F3OS", "method": "the ωB97M-V functional and the def2-TZVPD basis", "charge": 0, "e_tot_ha": -850.97005, "homo_energy_ev": -10.04, "spin_multiplicity": 1, "homo_lumo_gap_ev": 9.40, "relative_energy_kcal_mol": 11.2, "lumo_ev": -0.64, "symbols": ["C", "C", "O", "F", "F", "F", "S", "H", "H", "H"], "positions_angstrom": [[3.77620, 0.15374, -0.04739], [-3.01244, -0.26781, 0.00261], [1.12461, 0.17860, 0.05126], [-3.45053, -0.91756, 1.03361], [-3.36075, 0.98164, 0.13599], [-3.67013, -0.72388, -1.07505], [2.35508, 0.71707, 0.66494], [4.54969, 0.66531, 0.37132], [3.68940, -0.52056, -0.85144], [-2.00113, -0.26655, -0.28585]], "atomic_forces_ev_per_a": [[-5.4, 0.9, 1.4], [-0.9, 0.4, -2.0], [0.4, 0.2, 0.4], [0.3, -1.1, 1.4], [-0.6, 2.2, 0.5], [-0.5, -0.6, -0.6], [1.8, -1.3, -1.7], [2.6, 0.8, 0.8], [0.4, -0.7, -0.8], [1.8, -0.8, 0.7]]}

---

# 2
{"formula": "C2H3F3S", "method": "the ωB97M-V functional and the def2-TZVPD basis", "charge": 0, "e_tot_ha": -775.69014, "homo_energy_ev": -10.10, "spin_multiplicity": 1, "homo_lumo_gap_ev": 10.73, "relative_energy_kcal_mol": 74.8, "smiles": "FC=C(F)F.S", "lumo_ev": 0.63, "symbols": ["F", "C", "C", "F", "F", "H", "S", "H", "H"], "positions_angstrom": [[0.79143, -1.73543, -0.51671], [1.05243, -0.65795, 0.23763], [2.01888, 0.13197, -0.11614], [2.31527, 1.18374, 0.64089], [2.92359, 0.18334, -1.21107], [0.15777, -0.56846, 0.79649], [-2.83097, 0.19642, -0.45292], [-3.90471, 0.59256, -0.12512], [-2.52369, 0.67383, 0.74694]], "atomic_forces_ev_per_a": [[0.4, -0.9, -0.9], [-1.2, -1.9, -1.9], [3.4, 2.9, -1.3], [-0.2, -0.1, -0.2], [-2.6, -1.2, 2.6], [0.2, 1.2, 1.6], [4.9, -1.7, -1.2], [-5.8, 1.7, 0.9], [0.9, 0.0, 0.3]]}

---

# 3
{"formula": "C2H3FHgO2", "method": "the ωB97M-V functional and the def2-TZVPD basis", "charge": 1, "e_tot_ha": -481.43478, "s2": 0.75, "homo_energy_ev": [-14.08, -16.32], "spin_multiplicity": 2, "homo_lumo_gap_ev": [9.01, 9.04], "relative_energy_kcal_mol": 0.0, "lumo_ev": [-5.06, -7.28], "symbols": ["F", "H", "O", "C", "C", "O", "Hg", "H", "H"], "positions_angstrom": [[0.20542, -1.18851, -2.32635], [-1.77800, -1.95230, -1.92880], [-0.35399, -0.47205, 0.92417], [0.10514, -0.13807, -0.14348], [-0.65769, -0.44566, -1.43237], [-1.65182, -1.32776, -1.13169], [-2.26810, -1.67900, 1.06741], [1.10141, 0.32614, -0.24258], [-0.98736, 0.45611, -1.96861]], "atomic_forces_ev_per_a": [[-0.7, 1.6, 1.4], [0.1, 1.3, 1.6], [0.9, 0.7, 0.0], [0.4, -0.3, -0.3], [1.7, -1.0, -1.7], [-1.1, -1.4, -2.2], [-1.1, -0.7, 1.1], [-0.3, 0.0, 0.1], [0.1, -0.2, 0.1]]}

---

# 4
{"formula": "C2H3FI2", "method": "the ωB97M-V functional and the def2-TZVPD basis", "charge": 0, "e_tot_ha": -773.08288, "homo_energy_ev": [-8.50, -8.77], "spin_multiplicity": 1, "homo_lumo_gap_ev": [8.26, 7.66], "relative_energy_kcal_mol": 91.1, "lumo_ev": [-0.24, -1.11], "symbols": ["C", "C", "F", "I", "I", "H", "H", "H"], "positions_angstrom": [[0.30396, -1.61608, -0.26933], [-0.04183, 1.95640, 0.64467], [-0.90493, -2.03646, -0.21264], [0.93372, 2.24907, -1.17735], [-2.14056, 2.07776, 0.66055], [0.51797, -1.39097, -1.27170], [0.97404, -2.28243, 0.44152], [0.35763, 1.04271, 1.18428]], "atomic_forces_ev_per_a": [[3.0, -1.6, 2.2], [-0.1, -1.5, -0.1], [-3.3, -0.8, 0.5], [-0.2, 0.1, 0.4], [0.8, 0.0, 0.1], [1.1, 0.6, -1.1], [-0.9, 1.8, -1.6], [-0.5, 1.3, -0.5]]}

---

# 5
{"formula": "C2H3FI2", "method": "the ωB97M-V functional and the def2-TZVPD basis", "charge": 0, "e_tot_ha": -773.20001, "homo_energy_ev": -9.36, "spin_multiplicity": 1, "homo_lumo_gap_ev": 9.67, "relative_energy_kcal_mol": 17.6, "smiles": "C=C(F)I.I", "lumo_ev": 0.31, "symbols": ["C", "C", "F", "I", "H", "H", "I", "H"], "positions_angstrom": [[1.30741, -0.36504, 0.36878], [0.07342, 0.00462, 0.68965], [-0.81185, -0.76540, 1.40698], [-0.69467, 1.80189, 0.06566], [1.55058, -1.20031, 0.94935], [1.99045, 0.13394, -0.32164], [-5.07049, -0.41532, -0.00271], [-4.66000, -1.96910, 0.54712]], "atomic_forces_ev_per_a": [[-1.3, 0.5, 0.4], [-0.2, -0.1, -0.6], [1.4, 0.9, -0.5], [-0.5, 0.4, -0.1], [1.1, -1.6, 0.2], [-0.5, 0.0, 0.6], [0.4, -1.4, 0.5], [-0.4, 1.5, -0.5]]}

---

# 6
{"formula": "C2H3FKLi2O", "method": "the ωB97M-V functional and the def2-TZVPD basis", "charge": 1, "e_tot_ha": -867.99278, "homo_energy_ev": -10.10, "spin_multiplicity": 1, "homo_lumo_gap_ev": 6.12, "relative_energy_kcal_mol": 5.2, "lumo_ev": -3.98, "symbols": ["O", "C", "C", "Li", "K", "F", "H", "H", "H", "Li"], "positions_angstrom": [[-0.37254, -0.31605, 0.09649], [-1.40979, 0.48273, 0.27336], [-2.69387, 0.05976, 0.33921], [-0.97446, -1.69305, -1.67526], [2.37302, -0.50417, 0.62437], [4.70691, 0.10742, 0.09249], [-1.19356, 1.56081, 0.33968], [-2.94339, -1.00677, 0.39332], [-3.50882, 0.77916, 0.41139], [6.01650, 0.53017, -0.89505]], "atomic_forces_ev_per_a": [[0.8, -0.9, -1.0], [-0.6, -0.6, -0.3], [0.1, 0.3, -0.1], [-0.1, 1.1, 1.3], [-0.4, 0.2, 0.1], [0.3, 0.1, -0.6], [-0.1, -0.2, 0.0], [0.1, 0.3, -0.1], [0.2, -0.2, 0.1], [-0.4, -0.1, 0.5]]}

---

# 7
{"formula": "C2H3FO2", "method": "the ωB97M-V functional and the def2-TZVPD basis", "charge": 0, "e_tot_ha": -328.16890, "homo_energy_ev": -8.32, "spin_multiplicity": 1, "homo_lumo_gap_ev": 9.02, "relative_energy_kcal_mol": 116.8, "smiles": "FC1=CO1.O", "lumo_ev": 0.70, "symbols": ["F", "C", "C", "O", "H", "O", "H", "H"], "positions_angstrom": [[2.01418, -1.32532, -1.03536], [1.95993, -0.12509, -0.54389], [1.90203, 1.17671, -0.68880], [2.34699, 0.46126, 0.60607], [1.39452, 2.06740, -0.97705], [-0.56344, -1.18491, 1.15824], [-0.85028, -2.08132, 1.27547], [0.17802, -1.24917, 1.65124]], "atomic_forces_ev_per_a": [[-0.2, 0.5, 0.9], [0.3, 2.9, -1.6], [-0.6, -2.6, -2.0], [0.5, -1.2, 2.2], [-0.1, 0.3, 0.5], [-3.2, 0.2, -2.2], [-1.0, -0.8, -0.4], [4.2, 0.6, 2.6]]}

---

# 8
{"formula": "C2H3FO2PPr", "method": "the ωB97M-V functional and the def2-TZVPD basis", "charge": 1, "e_tot_ha": -1186.39942, "s2": 3.76, "homo_energy_ev": [-12.44, -12.07], "spin_multiplicity": 4, "homo_lumo_gap_ev": [7.28, 6.56], "lumo_ev": [-5.16, -5.51], "symbols": ["P", "F", "O", "C", "H", "H", "C", "O", "Pr", "H"], "positions_angstrom": [[-2.39206, -0.76962, 0.35066], [-3.31810, 0.02712, -2.06216], [-0.19795, -1.00718, -0.09149], [0.83260, -0.53620, 0.70535], [1.74527, -1.15773, 0.61645], [0.57201, -0.51320, 1.78283], [1.21675, 0.85600, 0.30670], [0.61436, 1.44112, -0.58367], [-1.12375, 0.31088, -1.86097], [2.05087, 1.34882, 0.83629]], "atomic_forces_ev_per_a": [[2.1, 0.2, -0.3], [1.9, 0.4, -0.4], [-1.6, 0.1, -0.7], [0.1, 0.3, 0.3], [-0.2, 0.1, 0.1], [0.2, 0.0, -0.3], [0.1, -0.1, 0.5], [0.1, 0.2, -0.1], [-2.4, -1.1, 1.1], [-0.2, 0.0, -0.2]]}

---

# 9
{"formula": "C2H3FO2Rb", "method": "the ωB97M-V functional and the def2-TZVPD basis", "charge": 0, "e_tot_ha": -352.31286, "s2": 0.75, "homo_energy_ev": [-6.87, -6.87], "spin_multiplicity": 2, "homo_lumo_gap_ev": [5.88, 5.88], "relative_energy_kcal_mol": 39.4, "lumo_ev": [-0.99, -0.99], "symbols": ["H", "O", "C", "C", "O", "Rb", "F", "H", "H"], "positions_angstrom": [[0.07100, 3.63387, -2.83358], [-3.15847, -0.85078, 2.00116], [-2.27931, -0.07252, 1.88288], [-1.84352, 0.74772, 0.68258], [-0.78258, 1.57724, 0.89698], [0.90845, 2.30536, 3.22566], [-1.46246, 0.16268, 2.98089], [-2.76629, 1.26726, 0.35202], [-1.63589, -0.00753, -0.10359]], "atomic_forces_ev_per_a": [[0.0, 0.0, 0.0], [-0.1, -0.1, 0.2], [0.0, 0.0, -0.2], [1.1, 0.8, 0.0], [0.1, 0.1, 0.5], [-0.8, -0.4, -0.9], [0.0, -0.1, 0.3], [-0.1, -0.1, 0.1], [-0.2, -0.1, 0.1]]}

---

# 10
{"formula": "C2H3FS", "method": "the ωB97M-V functional and the def2-TZVPD basis", "charge": 0, "e_tot_ha": -575.85581, "homo_energy_ev": [-8.60, -9.71], "spin_multiplicity": 1, "homo_lumo_gap_ev": [8.21, 9.20], "relative_energy_kcal_mol": 108.0, "lumo_ev": [-0.39, -0.51], "symbols": ["C", "C", "F", "S", "H", "H", "H"], "positions_angstrom": [[0.42752, 0.40197, 0.67903], [-0.28563, -0.30813, -0.31317], [-0.83563, -1.49180, -0.05945], [-0.96804, 1.22777, -0.16513], [0.13201, 0.25437, 1.69446], [1.44463, 0.76913, 0.67627], [0.08515, -0.85331, -2.51201]], "atomic_forces_ev_per_a": [[0.9, 1.0, 1.5], [0.3, -1.8, -2.0], [-0.5, -0.1, 0.1], [-0.7, 1.1, -0.3], [-0.1, -0.7, 0.7], [0.0, 0.2, -0.9], [0.0, 0.3, 1.0]]}